Density functional theory data (the ωB97M-V functional and the def2-TZVPD basis) for the ion C3H4NO2 with charge +1 at a distorted geometry.

Results
Energy relative to the best compared isomer or geometry (same formula, charge and spin) ... 3.972 eV
Net charge ... +1

Element x y z (Å)
C: 1.408 0.195 -0.179
C: -0.207 0.204 -0.306
C: 0.503 -1.051 1.363
N: -1.622 0.620 -1.100
O: 1.589 -0.701 0.750
O: -0.504 -0.524 0.727
H: 2.135 0.579 -0.984
H: -2.094 1.270 -0.490
H: 0.134 -1.588 2.226
H: -1.342 0.997 -2.007

***

Density functional theory data (the ωB97M-V functional and the def2-TZVPD basis) for a cluster of 2 separate species, C8H15N2O2S2 in total at a distorted geometry.

Results
Energy relative to the best compared isomer or geometry (same formula, charge and spin) ... 0.000 eV
Net charge ... +1

Element x y z (Å)
C: -0.946 -1.241 -0.889
C: 0.890 1.276 -0.474
C: -1.063 -1.280 0.604
C: -2.838 0.110 0.060
C: 3.397 -1.290 -0.919
C: -2.464 -0.334 2.419
C: 2.882 -0.022 -0.266
C: 0.046 2.031 -1.201
N: -0.066 -1.815 -1.526
N: -2.167 -0.458 1.019
O: 0.801 1.200 0.885
O: 1.799 0.500 -1.058
S: -2.345 -0.203 -1.524
S: -1.273 2.877 -0.358
H: -1.203 -2.318 0.932
H: -0.130 -0.915 1.055
H: -3.682 0.750 0.258
H: 3.711 -1.086 -1.940
H: 4.251 -1.659 -0.358
H: 2.624 -2.054 -0.936
H: -3.238 0.413 2.576
H: -2.809 -1.292 2.813
H: -1.566 -0.042 2.964
H: 3.668 0.741 -0.227
H: 2.538 -0.225 0.753
H: 0.107 2.113 -2.267
H: -0.012 -1.758 -2.533
H: -1.248 3.993 -1.074
H: 0.336 1.985 1.212

***

Density functional theory data (the ωB97M-V functional and the def2-TZVPD basis) for a cluster of 3 separate species, C40H54BrF8N2O10PS3 in total at a distorted geometry.

Results
SMILES string ... CCCCOc1cc2c(c(CCO)c1CCc1ccccc1)N(CN)c1ccc(CCOCC(F)(F)C(F)(F)C(F)(F)C(F)F)c(P(O)Br)c1S2.CCOS(C)(=O)=O.CCOS(C)(=O)=O

Element x y z (Å)
C: 9.134 3.113 1.074
C: 7.694 2.436 1.328
C: 6.725 2.642 0.025
C: 6.449 1.175 -0.562
O: 5.375 1.149 -1.572
C: 4.125 1.162 -0.842
C: 3.397 2.553 -0.793
C: 2.053 2.588 -0.026
C: 1.473 1.314 0.701
C: 2.196 -0.076 0.658
C: 1.559 -1.358 1.401
C: 2.568 -2.075 2.427
O: 2.566 -3.520 2.122
C: 3.535 -0.130 -0.157
C: 4.364 -1.494 -0.334
C: 4.515 -1.814 -1.932
C: 3.184 -1.355 -2.737
C: 1.824 -2.036 -2.405
C: 0.572 -1.520 -3.175
C: 0.705 -0.365 -4.233
C: 2.080 0.291 -4.601
C: 3.323 -0.228 -3.826
N: 0.204 1.368 1.469
C: 0.383 2.087 2.783
N: 1.765 1.853 3.319
C: -0.900 1.975 0.696
C: -2.236 1.201 0.628
C: -3.416 1.870 -0.178
C: -3.270 3.241 -0.918
C: -4.524 3.852 -1.694
C: -5.296 2.821 -2.648
O: -6.068 1.805 -1.961
C: -7.207 2.356 -1.276
C: -7.513 1.658 0.140
F: -8.789 2.152 0.588
F: -6.537 2.168 1.065
C: -7.441 0.059 0.125
F: -6.151 -0.456 0.513
F: -7.678 -0.504 -1.177
C: -8.482 -0.633 1.172
F: -8.181 -2.044 1.148
F: -9.833 -0.521 0.762
C: -8.219 -0.163 2.700
F: -9.215 0.701 3.212
F: -8.207 -1.358 3.509
C: -1.887 4.009 -0.847
P: -1.549 5.683 -1.668
O: -1.520 5.492 -3.398
Br: -3.282 7.101 -1.116
C: -0.731 3.364 -0.038
S: 0.976 4.113 0.127
H: 8.998 4.236 0.928
H: 9.612 2.659 0.133
H: 9.816 2.846 1.957
H: 7.216 2.945 2.231
H: 7.820 1.308 1.551
H: 7.223 3.348 -0.743
H: 5.786 3.165 0.428
H: 6.225 0.492 0.326
H: 7.401 0.864 -1.135
H: 3.829 3.474 -1.298
H: 1.144 -2.055 0.584
H: 0.635 -1.041 2.021
H: 2.272 -1.995 3.524
H: 3.635 -1.633 2.330
H: 2.464 -3.654 1.156
H: 3.824 -2.414 0.098
H: 5.370 -1.407 0.197
H: 4.660 -2.939 -2.065
H: 5.444 -1.266 -2.351
H: 1.765 -2.871 -1.630
H: -0.469 -1.959 -2.951
H: -0.245 -0.003 -4.744
H: 2.192 1.122 -5.385
H: 4.383 0.184 -4.013
H: 0.192 3.219 2.718
H: -0.351 1.604 3.520
H: 1.721 1.867 4.354
H: 2.413 2.596 2.998
H: -2.394 0.182 1.135
H: -4.398 1.267 -0.166
H: -5.225 4.410 -0.966
H: -4.105 4.680 -2.388
H: -4.596 2.345 -3.431
H: -6.051 3.452 -3.263
H: -8.128 2.188 -1.961
H: -7.164 3.479 -1.083
H: -7.151 0.262 2.782
H: -2.077 4.711 -3.625
O: 4.246 -4.624 6.261
S: 3.080 -3.787 6.376
O: 3.179 -2.354 6.480
O: 2.159 -4.334 7.590
C: 2.751 -4.484 8.880
C: 2.919 -3.147 9.577
C: 1.966 -4.175 5.057
H: 3.705 -5.015 8.806
H: 2.076 -5.113 9.465
H: 3.655 -2.525 9.065
H: 3.255 -3.290 10.608
H: 1.976 -2.594 9.584
H: 1.849 -5.257 4.998
H: 2.397 -3.793 4.130
H: 1.009 -3.690 5.250
O: -1.277 -3.186 -5.670
S: -2.121 -2.393 -6.524
O: -2.295 -0.977 -6.322
O: -3.579 -3.089 -6.616
C: -4.279 -3.365 -5.403
C: -4.889 -2.108 -4.811
C: -1.640 -2.661 -8.207
H: -3.622 -3.863 -4.684
H: -5.076 -4.069 -5.653
H: -4.116 -1.418 -4.468
H: -5.524 -2.355 -3.955
H: -5.488 -1.580 -5.557
H: -1.547 -3.733 -8.382
H: -0.678 -2.172 -8.362
H: -2.391 -2.222 -8.863

***

Density functional theory data (the ωB97M-V functional and the def2-TZVPD basis) for a structure of composition C3H7N at a distorted geometry.

Results
Energy relative to the best compared isomer or geometry (same formula, charge and spin) ... 4.091 eV

Element x y z (Å)
C: -0.356 1.119 -0.715
C: 0.279 0.067 0.090
C: -0.213 -1.378 0.517
N: 1.127 0.646 1.014
H: -0.653 2.090 -0.124
H: 0.235 1.624 -1.563
H: -1.122 0.813 -1.453
H: -0.796 -1.807 -0.297
H: 1.616 -0.089 0.242
H: -0.813 -1.145 1.458
H: 0.694 -1.939 0.831

***

Density functional theory data (the ωB97M-V functional and the def2-TZVPD basis) for a cluster of 2 separate species, C4H7NO in total.

Results
Energy relative to the best compared isomer or geometry (same formula, charge and spin) ... 5.426 eV

Element x y z (Å)
O: -0.644 1.490 1.976
C: -0.856 -0.914 0.085
C: -0.990 0.256 -0.884
C: 0.314 -0.381 -1.145
N: 1.301 0.140 -0.205
C: 0.519 -0.940 0.373
H: 0.227 1.297 1.604
H: -1.110 0.647 1.895
H: -0.877 1.277 -0.518
H: -1.810 0.122 -1.584
H: 0.601 -1.025 -1.969
H: 2.234 -0.208 -0.427
H: 1.031 -1.814 0.773

***

Density functional theory data (the ωB97M-V functional and the def2-TZVPD basis) for a cluster of 7 separate species, C18H38BBr4F4N2O8 in total at a distorted geometry.

Results
Net charge ... -1

Element x y z (Å)
B: 1.166 0.608 2.926
F: 0.502 1.104 1.793
F: 0.328 -0.175 3.678
F: 2.336 -0.046 2.577
F: 1.373 1.708 3.708
C: -2.872 9.255 1.303
C: -3.610 9.494 0.035
O: -4.616 10.597 0.095
C: -4.261 11.845 -0.124
O: -3.265 12.233 -0.620
O: -5.303 12.634 0.163
C: -5.123 14.010 0.173
H: -2.230 8.376 1.263
H: -3.439 9.100 2.221
H: -2.400 10.204 1.559
H: -4.113 8.551 -0.177
H: -2.932 9.736 -0.783
H: -6.149 14.354 0.299
H: -4.852 14.379 -0.817
H: -4.283 14.397 0.750
C: 10.358 -2.060 -8.588
C: 10.453 -2.846 -7.293
O: 10.219 -1.965 -6.232
C: 9.193 -2.088 -5.459
O: 8.179 -2.795 -5.656
O: 9.345 -1.232 -4.409
C: 8.408 -1.293 -3.255
H: 9.407 -1.531 -8.655
H: 10.400 -2.606 -9.531
H: 11.144 -1.305 -8.601
H: 11.383 -3.384 -7.110
H: 9.701 -3.632 -7.367
H: 7.853 -0.360 -3.157
H: 8.880 -1.470 -2.289
H: 7.569 -1.972 -3.405
C: -0.988 1.253 -4.533
O: -1.959 1.999 -4.703
N: -0.857 0.004 -4.965
C: -1.898 -0.732 -5.663
C: 0.295 -0.826 -4.494
H: -0.133 1.671 -3.980
H: -1.733 -0.990 -6.710
H: -2.878 -0.264 -5.573
H: -2.054 -1.753 -5.316
H: 0.704 -1.389 -5.333
H: 1.098 -0.321 -3.957
H: 0.006 -1.601 -3.784
C: -2.075 -6.737 11.004
O: -1.696 -7.550 11.824
N: -3.259 -6.684 10.406
C: -3.592 -5.763 9.293
C: -4.213 -7.732 10.792
H: -1.468 -5.893 10.644
H: -4.398 -5.075 9.547
H: -3.754 -6.367 8.400
H: -2.837 -5.004 9.085
H: -4.226 -8.545 10.066
H: -4.000 -8.163 11.770
H: -5.252 -7.424 10.915
Br: 1.399 -7.773 2.359
C: 2.076 -7.422 0.500
C: 0.784 -7.393 -0.394
Br: 0.176 -9.228 -0.770
H: 2.900 -8.068 0.199
H: 2.472 -6.409 0.574
H: 0.976 -6.819 -1.301
H: -0.034 -6.920 0.149
Br: -7.453 -1.430 0.118
C: -5.874 -0.092 -0.041
C: -5.815 0.711 1.242
Br: -7.511 1.757 1.320
H: -6.032 0.428 -0.986
H: -4.956 -0.680 -0.022
H: -4.958 1.383 1.222
H: -5.732 0.018 2.079

***

Record order is preserved below.
HOMO-LUMO gap: 9.66, 7.25, 7.48, 8.38, 9.12, 9.30 eV
Record order is preserved below.
LUMO: -5.1, -4.1, -0.4, 0.4, 0.7, 1.8 eV